Computed, not measured: a 9-piece molecular cluster, C44H115N9O13 overall in a non-equilibrium geometry, with the ωB97M-V functional and the def2-TZVPD basis.

Positions of all 181 atoms, in Å:
C 2.449187 3.529205 -3.756552
O 1.469859 2.635851 -4.142785
C 0.901717 2.870231 -5.370037
C -0.334623 2.058189 -5.490654
C -0.820249 2.038907 -6.918907
N -1.356136 2.587427 -4.616053
H 2.149797 4.597200 -3.923435
H 3.414530 3.350976 -4.275704
H 2.527538 3.411555 -2.681560
H 0.789592 3.973739 -5.576294
H 1.626111 2.485532 -6.157588
H -0.062655 1.045128 -5.182197
H -0.017440 1.507964 -7.456518
H -1.169638 2.944098 -7.426370
H -1.634782 1.300050 -7.050650
H -1.550082 3.515051 -4.914215
H -0.973386 2.670922 -3.671605
C 5.354618 1.871594 0.228909
O 5.564438 0.838867 1.212818
C 5.096414 -0.421457 0.731267
C 5.796847 -1.545908 1.553119
C 5.165870 -1.613967 2.956488
N 7.228606 -1.332827 1.698081
H 4.277857 2.168960 0.373246
H 5.644912 1.467392 -0.735065
H 5.973481 2.692814 0.525826
H 3.959319 -0.418374 0.898174
H 5.254708 -0.575139 -0.353935
H 5.671935 -2.541877 1.071584
H 4.100713 -1.713637 2.958902
H 5.412969 -0.744129 3.548444
H 5.657340 -2.494188 3.414548
H 7.388929 -0.336295 1.882333
H 7.783959 -1.642220 0.923205
C 2.393074 5.762945 3.585743
O 2.166863 5.237961 2.275807
C 2.899681 5.936783 1.377738
C 2.558543 5.532266 -0.066114
C 3.056216 6.554474 -1.104312
N 1.097961 5.360530 -0.205502
H 3.445915 5.741680 3.893273
H 1.882353 5.134460 4.334586
H 1.890217 6.728338 3.617567
H 2.664350 7.026091 1.647578
H 4.027120 5.768901 1.419791
H 3.039434 4.508445 -0.226620
H 4.120331 6.560732 -1.221555
H 2.516427 7.478466 -0.959837
H 2.675280 6.090401 -1.981897
H 0.655191 6.297189 -0.317963
H 0.763382 5.002329 0.676117
C -7.087718 2.502376 -1.683920
O -6.922895 1.773776 -0.448455
C -5.716252 1.022161 -0.455932
C -6.079513 -0.262050 0.217052
C -5.016928 -1.215935 0.751365
N -6.899835 -1.070433 -0.733502
H -6.258116 3.166367 -1.831868
H -8.066013 3.055231 -1.670542
H -7.068953 1.775034 -2.479112
H -5.264146 0.833082 -1.403061
H -5.004102 1.568156 0.138184
H -6.696742 -0.043582 1.016872
H -4.278740 -1.361761 0.014700
H -5.584725 -2.127653 0.938515
H -4.529263 -0.856012 1.640614
H -7.549642 -0.467973 -1.243900
H -6.251538 -1.424234 -1.483236
C 1.771143 2.177221 2.914087
O 0.650294 2.228011 1.968546
C 0.912524 1.917984 0.579709
C -0.444195 2.320075 -0.072197
C -1.424182 1.146832 0.137829
N -0.285243 2.531239 -1.526659
H 2.224932 1.133990 3.061166
H 1.454192 2.562303 3.880888
H 2.533655 2.922366 2.530067
H 1.654771 2.581982 0.174267
H 1.111852 0.865051 0.453078
H -0.658897 3.281214 0.394304
H -2.340975 1.272953 -0.466495
H -1.678930 0.987119 1.142372
H -0.891142 0.247373 -0.201908
H 0.067189 3.427768 -1.706047
H 0.382171 1.836536 -1.842698
C -3.251481 4.957413 -0.918582
O -2.697296 4.771431 0.354134
C -3.706593 4.810157 1.390854
C -3.207208 4.857032 2.794397
N -2.614751 3.571892 3.238296
C -1.610726 3.677516 4.223880
C -1.300148 2.243974 4.672438
O -0.202492 2.252622 5.555010
C 0.212435 0.950714 5.867854
H -3.579188 5.982701 -1.022321
H -4.128540 4.310228 -1.098392
H -2.547021 4.773120 -1.654862
H -4.389063 3.966750 1.330077
H -4.240657 5.754879 1.257430
H -4.104527 5.041782 3.372372
H -2.464827 5.701412 2.813530
H -2.266289 3.180959 2.372681
H -2.035821 4.258398 5.086428
H -0.679688 4.117144 3.917383
H -1.037639 1.617529 3.824656
H -2.136858 1.831963 5.222682
H 0.752030 1.069124 6.764672
H 0.854454 0.604051 5.025162
H -0.637238 0.274447 6.039124
C -5.557742 -0.935263 -4.417053
O -4.647710 -1.123754 -3.414372
C -3.384842 -0.497647 -3.570353
C -2.451063 -1.239270 -2.615718
N -1.064931 -0.963661 -2.909345
C -0.080900 -1.911804 -2.418160
C 1.350933 -1.501160 -2.763657
O 1.568191 -0.140034 -2.307758
C 2.890778 0.321701 -2.380939
H -6.397752 -1.587336 -4.245299
H -5.240303 -1.045458 -5.407210
H -5.973278 0.125921 -4.293547
H -3.352339 0.593544 -3.353467
H -3.001651 -0.628326 -4.571259
H -2.594066 -2.300769 -2.797502
H -2.591883 -1.136612 -1.497484
H -0.820146 0.002398 -2.670039
H -0.309390 -2.904062 -2.840119
H -0.059978 -1.989467 -1.298791
H 1.458783 -1.543495 -3.805198
H 2.119111 -2.145349 -2.317299
H 3.610374 -0.406434 -2.048208
H 2.877118 1.103213 -1.689665
H 3.022498 0.616042 -3.425466
C 0.899623 -2.335321 3.609257
O 1.632847 -2.993833 2.628718
C 1.456727 -2.308147 1.377377
C 2.271678 -3.026093 0.323844
N 1.573770 -4.177206 -0.216731
C 2.454656 -4.868187 -1.195698
C 1.737824 -5.999966 -1.994423
O 0.912597 -5.505249 -3.045180
C -0.412300 -5.553207 -2.740979
H 1.119079 -2.758348 4.559774
H -0.180414 -2.420006 3.366821
H 1.114485 -1.255138 3.638751
H 1.790035 -1.259977 1.634999
H 0.377682 -2.335930 1.128142
H 3.257741 -3.271231 0.630346
H 2.398666 -2.251803 -0.459039
H 1.176243 -4.794004 0.449553
H 3.403144 -5.268658 -0.702992
H 2.802548 -4.092970 -1.938488
H 1.116101 -6.654452 -1.312015
H 2.515341 -6.577278 -2.501294
H -0.811501 -6.589328 -2.780629
H -0.960189 -4.928188 -3.496527
H -0.613784 -5.049606 -1.764307
C -2.017511 -3.789934 0.747387
O -1.366772 -4.539596 1.802662
C -2.143667 -5.662004 2.209580
C -1.414586 -6.314912 3.399598
N 0.001119 -6.550840 3.046549
C 0.310831 -7.463699 1.965870
C 1.799875 -7.744210 2.027823
O 2.540427 -6.594372 1.676519
C 3.866289 -6.532938 2.103389
H -2.416141 -2.921380 1.242134
H -2.901414 -4.242597 0.398785
H -1.277459 -3.470189 0.002375
H -2.343126 -6.473591 1.442292
H -3.156322 -5.323219 2.550705
H -1.808840 -7.342644 3.575793
H -1.494892 -5.726124 4.287870
H 0.468954 -5.691386 2.816779
H 0.016859 -7.093877 1.012747
H -0.121808 -8.430120 2.255605
H 2.123607 -8.622213 1.453345
H 2.055506 -8.074756 3.078870
H 3.872034 -6.683959 3.173305
H 4.217552 -5.579785 1.799639
H 4.447582 -7.407873 1.634798

Atomic forces in eV per Å
0.3930 1.0884 0.0780
-0.3685 -0.2323 1.1402
2.0397 0.1988 -2.4335
-0.8972 0.8298 -0.0772
-0.1185 -2.2267 -0.8680
-0.2370 -0.9116 1.0475
0.1210 -0.6901 -0.0958
-0.3196 0.0625 0.2895
0.4888 -0.0162 0.2182
-0.3182 -0.8179 0.2595
-0.4566 0.5357 0.4230
-0.2240 -0.0734 0.0044
-0.0895 0.7641 -0.4768
0.5292 0.1534 0.4390
0.0249 0.4856 0.4521
-0.3937 0.9512 -0.2953
-0.2999 -0.1547 -0.0241
-1.2040 -0.9181 1.7816
0.4283 -0.3161 -1.0234
-1.2237 -0.2624 0.5903
-0.7016 0.2355 0.0253
1.4319 -0.8993 -0.1656
-0.1489 0.6558 0.6293
0.8014 -0.0606 -0.9672
-0.3170 0.3588 -0.4099
0.4003 0.5404 -0.0094
1.2717 -0.3608 -0.2876
0.2535 0.3528 0.3225
-0.2124 0.7255 0.0619
-0.7066 -0.3098 -0.1863
0.2209 0.3415 0.0674
-0.5523 0.4522 0.1916
0.1162 -0.5809 -0.2106
0.0262 0.0407 -0.4050
-0.9742 -1.0475 0.4283
-0.0721 -1.4840 1.8820
1.6985 2.0579 -1.3935
-0.2712 -0.3395 0.8083
-1.0317 -1.8345 0.7113
0.1241 0.9808 -0.6736
-0.0523 0.4613 -0.4274
-0.0219 -0.0135 -0.5494
0.5246 0.4261 0.2388
0.6623 -0.7484 -1.1420
-0.9757 0.2840 0.6331
-0.5049 1.1907 0.0202
0.5944 0.6033 0.3135
0.4395 0.5659 0.0633
-0.2858 0.0430 -1.2996
0.4140 -0.9270 0.1240
-0.3054 -0.1770 0.2069
-0.9485 -0.4112 1.1175
-0.2596 0.7407 -1.4451
-0.0050 0.2782 1.8924
0.2503 -1.8018 -1.8725
-1.0486 0.6787 0.0485
0.7116 -0.3255 -1.0230
0.3997 0.6781 -0.0893
1.0244 -0.5642 0.1100
-0.2204 -0.1706 -0.6519
-0.0010 -0.0263 -1.1484
0.6839 0.4243 0.3409
-1.4299 0.7112 1.6660
1.0286 -0.5382 -0.9889
0.4397 -0.1634 0.1652
0.1002 0.1693 0.4765
0.0964 -0.0525 0.3929
-0.7106 0.3735 0.9642
0.7359 0.0842 -1.7068
1.1402 -0.5474 1.1000
-1.8969 1.1665 1.3757
0.9203 -0.9191 -0.5802
0.2612 0.7565 -1.6155
-0.7558 -1.7056 0.7989
-0.6390 1.2792 -0.4734
-0.4403 -0.1497 -0.1054
-0.4399 -1.1255 0.4387
0.8487 0.1639 -0.1263
0.4361 -0.4227 -0.2039
-0.7041 -0.2634 -0.0441
0.3853 -0.0133 0.2569
-0.3704 -0.1032 1.5716
-0.2679 0.0375 -0.1177
0.8503 1.4739 -0.1727
0.0834 0.0429 -0.4930
-1.8216 0.1547 1.1445
-0.0687 -0.6139 1.3688
0.0562 0.5570 -0.9703
1.5635 -0.1511 0.0172
-1.4188 1.0400 -1.9948
-0.2194 -0.9082 1.8355
0.3002 0.7245 0.4678
-0.1304 0.5830 0.2358
-0.1462 0.1599 -1.2877
-0.2935 0.5326 -0.0992
0.2501 0.0342 0.1151
1.6042 -0.5582 -1.2519
-0.2526 -0.2371 -0.5345
-0.4266 -0.0909 -0.1505
0.0398 0.4895 0.4863
-0.5804 -0.4825 0.5177
0.4940 -0.4859 0.1516
0.5382 -0.4510 -0.6053
0.6105 0.6100 -0.3639
-0.2290 -0.0975 -0.4725
-0.5592 -0.2457 -0.1775
0.9459 -0.3378 1.0357
-0.3383 -0.3236 0.6829
0.1427 0.0238 -0.1359
-2.2109 2.6895 1.3660
1.1381 -0.4775 0.7981
0.3206 0.1182 1.2467
0.8512 -0.6212 0.9042
0.8168 0.8863 -0.7815
0.2643 0.2409 1.1591
-0.3406 0.9505 0.9622
-1.1511 -1.5800 0.4923
-1.0946 -0.9023 -1.3642
-0.2606 -0.4256 0.0809
1.0369 -0.3139 -1.5553
0.2721 -1.0101 -0.5776
-0.5076 -0.4056 -0.1301
0.1208 -0.1198 -0.4673
-0.1780 -0.2858 -0.1276
-0.6783 0.3691 -0.9692
-0.0239 -0.5096 -0.0120
0.2693 0.3347 0.2409
-0.4176 -0.1736 -0.4482
0.3512 0.0958 -1.8319
-0.4314 -0.0513 -0.0302
0.4196 -0.5646 -0.0036
0.5679 1.7405 0.7688
0.7748 0.3131 0.1859
-1.1192 0.5579 -0.6143
0.2431 -0.1355 -0.5998
0.4973 -0.2159 1.5705
-1.5606 1.1444 -0.6080
0.9209 0.5752 -2.2977
-0.1223 0.0745 0.1389
0.1999 0.2849 0.5874
1.7911 0.0775 0.0424
-2.3533 0.9676 0.0366
0.1037 -0.4469 0.7737
0.2477 -0.0362 0.3848
0.1955 -0.0707 -0.0091
-0.2815 -0.6454 -1.0203
0.4141 0.2800 -0.1239
1.1353 -0.1945 0.8769
-0.0354 -0.5308 0.0083
0.0441 -0.5655 0.9570
-1.0285 0.1876 -0.4634
-0.3610 -0.7948 0.6309
0.8198 0.5215 -0.5769
-0.0642 -0.2259 0.2849
0.0387 0.4432 0.2342
0.3740 -0.7227 0.4643
-0.0502 -0.6124 -0.3698
1.2444 0.8341 1.6421
-0.6688 -0.8500 -1.1160
-0.9512 -0.4352 0.8839
0.8389 -1.3947 -2.1205
-0.0204 0.4162 0.8372
0.6292 -0.8329 1.9494
1.0526 -0.5660 1.1521
-1.2549 0.2573 -0.5897
-0.1305 -2.6117 -0.4900
-0.0132 0.9186 0.0954
-0.6969 -1.1662 -1.0203
-0.3507 -0.4435 0.0013
0.5526 1.1580 0.2002
0.5550 -0.1271 -0.2807
-0.2163 0.8124 0.0790
0.1204 0.3816 0.5547
0.0030 0.5997 0.2494
-0.4325 -0.0183 -1.1758
-0.4268 0.0786 -0.6580
-0.2207 0.1773 -0.5996
-0.3522 0.6471 -0.6371
0.4186 0.2318 0.5468
0.6865 0.7495 -0.1182
-0.3627 1.3046 0.4985

Computed properties:
Structure (SMILES): COC[C@H](C)N.COC[C@H](C)N.COC[C@H](C)N.COC[C@H](C)N.COC[C@H](C)N.COCCNCCOC.COCCNCCOC.COCCNCCOC.COCCNCCOC
Maximum force in eV Å⁻¹: 3.74
Energy above the lowest of the compared OMol25 structures with the same formula, charge and spin in kcal per mole: 59.39
Multiplicity: 1